Molecular formula: H8O16S3Zn
Method: DFT, the ωB97M-V functional and the def2-TZVPD basis

Last column: Löwdin charge in e.
Cartesian coordinates (Å):
1 H 1.7299 0.6772 1.3344  -0.04
2 O -0.8877 0.1752 1.5845  -0.39
3 Zn -0.4364 0.1530 -0.2818  0.50
4 S 1.2445 -2.6650 -0.1358  0.27
5 O 2.6048 0.1932 -1.4368  -0.35
6 O 0.3315 0.5382 -1.9990  -0.39
7 O -1.4786 2.0950 -2.9037  -0.09
8 H -0.7834 1.4723 -2.6913  -0.06
9 S -1.9581 1.1571 1.3804  0.20
10 O 0.4985 -3.5747 -1.0116  -0.35
11 O 1.0635 1.4544 -0.0467  -0.38
12 H -1.8752 -1.4076 -2.2011  0.07
13 O -1.9014 -0.7252 -1.5303  -0.01
14 O -3.2184 0.5778 1.7407  -0.38
15 O 1.7644 2.4905 -2.0862  -0.39
16 O 0.0372 -1.6356 3.1158  -0.08
17 H 2.0054 0.1064 2.7093  -0.01
18 O 2.5659 -2.3267 -0.6486  -0.16
19 S 1.5163 1.1782 -1.4586  0.30
20 O 0.4160 -1.4519 0.0690  -0.31
21 O 2.4339 0.3324 1.8837  -0.07
22 O -1.8450 1.4386 -0.0260  -0.35
23 O 1.4223 -3.2518 1.1654  -0.18
24 H -0.3341 -1.0828 2.4283  -0.04
25 O -1.7549 2.3604 2.1831  -0.39
26 H 0.5077 -1.0269 3.6853  0.00
27 H -1.0226 2.9243 -3.0468  0.01
28 H -2.6461 -0.1760 -1.7755  0.06

Total charge   -3
LUMO level (alpha / beta)   6.945 / 5.777 eV
Gap between HOMO and LUMO (alpha / beta)   0.2304 / 0.1874 Eh
DFT total energy   -4182.5088 Eh
Spin multiplicity   2
Expectation value of S²   0.761

***

Molecular formula: C5H10O2
Method: DFT, the ωB97M-V functional and the def2-TZVPD basis

Last column: Löwdin charge in e.
Cartesian coordinates (Å):
1 H 0.9436 -1.2124 -1.9154  0.05
2 H 0.5727 -0.1090 2.6729  0.08
3 H -0.8703 0.3795 -0.7943  0.08
4 H 1.7491 1.0516 -2.2659  0.10
5 H -1.3053 -1.0062 0.6514  0.05
6 H 1.9540 0.4166 0.2658  0.10
7 H 0.2293 1.8437 -0.5117  0.11
8 C 0.7054 0.7180 -2.1583  -0.27
9 O -1.8514 -0.7439 2.6354  -0.24
10 C 0.1360 0.7753 -0.7688  -0.22
11 H 0.9693 -1.0452 0.0862  0.08
12 H 0.1636 1.3323 1.7554  0.08
13 C -1.2102 -0.3775 1.6160  -0.49
14 O 0.7589 -0.6498 -2.6778  -0.12
15 C 0.9291 0.0181 0.3455  -0.26
16 H 0.1210 1.2143 -2.9436  0.11
17 C 0.2444 0.2297 1.6893  -0.24

Energy relative to the best compared isomer or geometry (same formula, charge and spin)   9.03 kcal/mol
Total charge   -1
LUMO level (alpha / beta)   3.697 / 3.603 eV
Gap between HOMO and LUMO (alpha / beta)   0.1281 / 0.2448 Eh
DFT total energy   -346.9188 Eh
Spin multiplicity   2
Expectation value of S²   0.753

***

Molecular formula: C33H28F5MgN8O2
Method: DFT, the ωB97M-V functional and the def2-TZVPD basis

Last column: Löwdin charge in e.
Cartesian coordinates (Å):
1 H -0.0192 -4.3757 4.0652  0.09
2 O 1.0009 -4.1339 2.3405  -0.03
3 H 2.8612 -2.7687 -0.8746  0.04
4 C 0.7545 3.4455 -0.9024  -0.02
5 C 1.6742 -0.0722 3.3172  -0.12
6 H 3.0471 0.5728 4.9614  0.09
7 F 5.2463 0.0984 -1.2017  0.11
8 H 5.0086 4.2655 -1.3148  0.08
9 C -1.5449 2.3160 0.7098  -0.22
10 H 1.0785 -2.9820 4.0606  0.08
11 C 2.5926 0.7391 3.9989  -0.04
12 C 0.7525 2.5541 0.1802  -0.25
13 C -1.5504 -4.8261 -4.0586  -0.04
14 C 5.0366 -0.3939 0.0348  -0.61
15 H 2.3138 -4.1975 -1.5919  0.08
16 H -4.8373 1.4917 1.1484  0.12
17 H -6.2292 3.7593 1.0264  0.07
18 N 1.3352 0.4625 2.1551  0.04
19 N 2.0799 -3.4489 -0.9553  0.06
20 C 3.0286 4.1337 -0.4748  -0.28
21 N 1.7727 -4.0218 0.2908  0.03
22 H -2.5671 -1.1065 -4.1467  0.11
23 N -1.8741 -0.7242 0.9816  0.05
24 C -5.4435 4.0834 1.7138  -0.07
25 Mg 0.3270 -0.2485 0.4123  0.54
26 C -2.5497 -4.4044 -4.9379  -0.26
27 H -2.9971 5.3176 1.5091  0.10
28 H -3.6870 -2.7291 -5.6443  0.11
29 H -0.8359 4.3249 0.9946  0.10
30 C -3.9638 2.1352 1.0906  -0.01
31 N -0.3392 1.7335 0.4794  0.00
32 H 1.8130 4.8852 -2.0765  0.11
33 H -4.5007 0.0855 -0.7387  0.12
34 C 3.7901 -1.2415 0.0754  -0.22
35 C -0.9260 -3.9176 -3.2266  -0.03
36 H -1.2736 -5.8728 -4.0362  0.11
37 H 2.3020 -4.8043 0.6344  0.15
38 H -4.0524 -2.6205 -0.6144  0.09
39 C -2.3208 -1.9209 0.6058  -0.16
40 H -5.7519 3.7902 2.7215  0.07
41 C 3.0508 3.2520 0.5904  0.01
42 F 2.7294 -0.2781 -0.1435  -0.10
43 C -1.2754 -2.5574 -3.2425  -0.25
44 C -2.9423 4.2534 1.2951  -0.07
45 H 1.2397 -1.0119 3.6111  0.08
46 H -5.4046 5.1734 1.6863  0.07
47 O 0.6397 -2.2208 1.2079  0.00
48 C 2.8010 1.8046 3.1586  -0.06
49 H 3.4312 2.6708 3.2704  0.12
50 H 4.0265 5.7128 -1.5495  0.07
51 C 1.9425 2.4811 0.9214  -0.11
52 C -3.2003 -5.3491 -5.8082  -0.20
53 C 1.1101 -3.3491 1.2352  -0.53
54 C -0.6431 -1.6387 -2.3587  -0.17
55 F 5.0661 0.6821 0.8750  0.09
56 C -2.9096 -3.0560 -4.9654  -0.04
57 H -0.1546 -4.2367 -2.5373  0.10
58 C 0.3591 -3.5486 3.4721  -0.05
59 C -2.2839 -2.1505 -4.1304  -0.03
60 C -4.1051 3.4900 1.3463  -0.31
61 N -3.7213 -6.1066 -6.5023  0.12
62 C -2.7442 1.5603 0.7613  -0.11
63 C -3.7276 -0.4721 -0.2366  -0.07
64 H -0.4566 -2.8954 3.1755  0.09
65 F 6.1045 -1.1444 0.3792  0.10
66 H 3.9681 3.1315 1.1531  0.11
67 F 3.6627 -1.5216 1.4611  -0.06
68 C -3.4947 -1.8240 -0.1493  -0.06
69 C 1.8542 4.2194 -1.2198  -0.05
70 N -2.7592 0.1588 0.4584  -0.07
71 H -0.1467 3.5054 -1.5002  0.12
72 N 2.0363 1.6170 2.0615  -0.04
73 H 4.7305 5.3631 0.0339  0.07
74 C -0.1200 -0.8975 -1.5368  -0.02
75 H -1.7660 -2.8097 0.8584  0.10
76 C -1.7138 3.6938 1.0014  -0.02
77 C 4.2651 4.9150 -0.8458  -0.06

Energy relative to the best compared isomer or geometry (same formula, charge and spin)   0.00 kcal/mol
Total charge   -1
LUMO level   2.507 eV
Gap between HOMO and LUMO   0.2486 Eh
DFT total energy   -2562.3434 Eh
Spin multiplicity   1

***

Molecular formula: C5H12N3O4P
Method: DFT, the ωB97M-V functional and the def2-TZVPD basis

Last column: Löwdin charge in e.
Cartesian coordinates (Å):
1 H 2.3205 3.1714 -0.9106  0.12
2 H -0.8312 -3.1832 0.1023  0.05
3 C 0.0962 0.0455 1.3772  -0.36
4 O -1.8971 -0.6477 -0.6574  -0.23
5 C -0.1475 -0.0352 -3.0928  -0.06
6 H 1.5261 3.7351 0.6624  0.04
7 N -0.4979 -2.8758 -0.8001  -0.02
8 H -0.0870 -1.6003 3.8043  0.07
9 C -0.8806 -1.2465 3.1687  -0.09
10 O 0.3902 -0.6289 -1.8992  -0.22
11 O 0.2190 2.1917 2.1491  0.09
12 C 1.4289 3.0883 -0.1305  -0.13
13 N -0.2652 -0.0717 2.5699  0.05
14 O 0.3465 -0.9257 0.4931  -0.05
15 H 0.6457 0.1725 -3.6673  0.04
16 C 0.5296 1.4101 1.1058  -0.36
17 H 0.3786 -3.2345 -1.1734  0.07
18 P -0.5546 -1.1939 -0.7851  0.35
19 H -1.0218 -2.1985 2.5240  0.09
20 H -0.1145 1.7905 2.9348  0.09
21 H -1.9055 -1.0217 3.6539  0.11
22 H -0.7819 -0.7765 -3.7430  0.13
23 H -0.7422 0.7728 -2.8229  0.07
24 H 0.7237 3.6715 -0.6544  0.06
25 N 1.1338 1.7073 0.0342  0.09

LUMO level   0.624 eV
SMILES   C/N=C(O)/C(=N/C)O[P@@](N)(=O)OC
Gap between HOMO and LUMO   0.3784 Eh
DFT total energy   -1004.3272 Eh
Spin multiplicity   1

***

Molecular formula: C10H15NP
Method: DFT, the ωB97M-V functional and the def2-TZVPD basis

Last column: Löwdin charge in e.
Cartesian coordinates (Å):
1 H -0.8480 1.9620 -2.5142  0.03
2 C 1.4346 1.2738 -1.2210  -0.13
3 C -1.7203 -1.2615 1.8992  -0.17
4 H 1.8145 2.0898 -1.9555  0.15
5 C 0.3098 -0.4796 0.6881  -0.18
6 P 0.4945 -0.0113 -2.0924  1.07
7 C 2.8285 2.1481 0.5409  -0.03
8 C -0.4088 -0.6362 -0.6063  -0.35
9 H -1.9888 -0.2933 2.1254  0.10
10 C -0.2142 -1.4203 1.7763  -0.13
11 H -0.0647 -2.5398 1.4791  0.17
12 H 3.2230 2.7303 -0.2127  0.06
13 H -1.6596 0.4940 -2.8712  0.01
14 C -0.7795 1.0287 -2.9621  -0.20
15 H 2.4769 3.0414 1.1995  0.16
16 N 1.9184 1.1802 0.0682  -0.16
17 H 0.1642 -1.2610 2.7271  0.09
18 H 3.5648 1.5093 1.0268  0.11
19 H -2.2229 -3.0055 0.7249  0.17
20 H -1.9995 -1.3339 -1.6715  0.14
21 C 1.4547 0.1610 0.8966  -0.05
22 H -3.2774 -1.5835 0.3161  0.08
23 C -1.5991 -1.2098 -0.5986  -0.08
24 H 1.9398 -0.0158 1.9095  0.17
25 H -2.0449 -1.8516 2.6828  0.09
26 H -0.4881 1.1256 -3.9391  0.02
27 C -2.3082 -1.8412 0.5843  -0.14

Energy relative to the best compared isomer or geometry (same formula, charge and spin)   9.68 kcal/mol
Total charge   +1
LUMO level   -5.012 eV
SMILES   C[N+]1=CP(C)C2=CCCCC2=C1
Gap between HOMO and LUMO   0.2611 Eh
DFT total energy   -785.8056 Eh
Spin multiplicity   1